P | Formula: C8H11N4
Source: OMol25
Level of theory: the ωB97M-V functional and the def2-TZVPD basis

Structure (ORCA input):
```
! RIJCOSX wB97M-V def2-TZVPD def2/J DEFGRID3
* xyz 1 1
C -1.02309 -1.81520 -0.66380
C -1.93363 -0.82149 -0.27603
C 0.81414 -0.33706 -0.43041
C -3.95752 0.02823 0.21800
C -3.40290 1.25323 0.51071
C 2.82852 0.74426 -1.18047
C 2.53746 0.05765 1.36053
C 1.81893 0.54033 0.03265
N -3.24581 -0.89953 -0.32087
N -2.04836 1.41932 0.44824
N -1.39625 0.41584 0.07834
N 0.30599 -1.43392 -0.69481
H -1.41512 -2.76394 -0.68833
H -5.02011 -0.23338 0.30284
H -3.86597 2.10657 1.10365
H 2.10299 1.12702 -1.94942
H 3.42294 -0.05242 -1.36266
H 3.40425 1.60096 -0.78244
H 3.40334 0.73524 1.57021
H 2.78180 -1.03075 1.40607
H 1.77782 0.17937 2.17062
H 1.26238 1.39933 0.25990
H 0.84822 -2.21967 -1.11253
*
```

Gap between HOMO and LUMO (alpha / beta), eV: 6.43 / 6.44
E_HOMO (alpha / beta), eV: -12.0 / -12.0

---

Q | Formula: C8H11N4
Source: OMol25
Level of theory: the ωB97M-V functional and the def2-TZVPD basis

Structure (ORCA input):
```
! RIJCOSX wB97M-V def2-TZVPD def2/J DEFGRID3
* xyz 1 1
C 3.40189 -0.17570 -0.07667
C 2.74120 1.01868 0.03689
C 2.73130 -1.40821 -0.04533
C 1.31783 0.94194 0.06169
C 0.85791 -0.34030 0.04722
C 0.33215 1.96464 0.08390
C -1.58259 -0.80946 1.16952
C -1.35165 -0.57370 -1.25802
N 1.37689 -1.48755 0.03369
N 0.56831 3.13275 -0.15320
N -0.96299 1.29282 0.09326
N -0.89333 -0.15128 0.11936
H 4.55938 -0.29320 -0.07633
H 3.26922 2.03192 -0.02197
H 3.18245 -2.44408 -0.13565
H -2.62367 -0.53384 1.20319
H -1.44159 -1.96934 1.01305
H -1.16289 -0.48695 2.21493
H -2.40416 -0.33968 -1.31305
H -0.91330 0.18166 -1.94358
H -0.91525 -1.61664 -1.29245
H -0.16952 3.73706 -0.54353
H -1.82403 1.75242 0.58065
*
```

Gap between HOMO and LUMO, eV: 9.62
E_HOMO, eV: -13.6
SMILES: [H]/N=C1\N[N+](C)(C)c2ncccc21

---

On energetic grounds, Q is preferred over the next structure by 81.3 kcal/mol.

---

P | Formula: C5H14N2O2
Source: OMol25
Level of theory: the ωB97M-V functional and the def2-TZVPD basis

Structure (ORCA input):
```
! RIJCOSX wB97M-V def2-TZVPD def2/J DEFGRID3
* xyz 0 1
C -0.86720 0.22682 0.38421
N -0.22765 -0.88539 -0.27233
C 0.35682 -1.95620 0.35798
N -0.45957 -2.50084 1.34037
O 1.38807 -2.47417 -0.01150
C -0.01337 0.97980 1.39484
C 0.77085 2.13286 0.76360
C 1.68421 1.68060 -0.34725
H -1.49529 0.83590 -0.21589
H -1.67191 -0.23757 0.95321
H 0.07145 -0.76630 -1.22596
H -1.43299 -2.57558 1.08469
H -0.17027 -3.38441 1.72790
H -0.57928 1.38546 2.23277
H 0.69712 0.25987 1.81214
H 0.04283 2.85259 0.37239
H 1.37464 2.65032 1.49960
H 2.33578 2.40799 -0.80993
H 2.35161 0.88944 0.01748
H 1.31485 1.26373 -1.29045
H -1.31667 -1.17594 -3.79914
H -2.55100 -0.84288 -2.98439
O -1.60300 -0.76613 -2.98435
*
```

Gap between HOMO and LUMO, eV: 9.50
E_HOMO, eV: -9.0
SMILES: CCCCNC(N)=O.O

---

Q | Formula: C5H14N2O2
Source: OMol25
Level of theory: the ωB97M-V functional and the def2-TZVPD basis

Structure (ORCA input):
```
! RIJCOSX wB97M-V def2-TZVPD def2/J DEFGRID3
* xyz 0 1
C -2.00891 0.33468 -0.04371
C -0.58706 2.23502 1.13369
O -0.73248 1.45897 -0.01536
H -0.23136 1.62925 1.98214
H -1.94556 -0.33962 0.80754
H -2.25413 -0.10464 -1.00702
H -2.76441 1.08258 0.19670
H -1.54587 2.65259 1.47983
H 0.07013 3.08026 0.89413
C -0.30633 -2.22004 -0.62792
C 1.10106 -0.38649 0.37470
C 0.44335 -0.92738 -0.70894
N 2.34180 0.25650 0.31521
N 0.75567 -0.46580 -2.01466
O 0.73952 -0.78006 1.63124
H 1.51370 -0.72338 2.20384
H 2.70679 0.29018 -0.62607
H 2.35749 1.16530 0.76314
H 0.84329 -1.13328 -2.76979
H 1.03033 0.50346 -2.09123
H -0.44058 -2.52056 0.40825
H 0.20532 -2.99850 -1.20134
H -1.29176 -2.08903 -1.08436
*
```

Gap between HOMO and LUMO, eV: 7.26
E_HOMO, eV: -6.4
SMILES: C/C(N)=C(/N)O.COC

---

On energetic grounds, P is preferred over the next structure by 75.5 kcal/mol.